{
  "formula": "C31H40FN7O3S4SbTi",
  "method": "the ωB97M-V functional and the def2-TZVPD basis",
  "total_charge": 1,
  "lumo_energy_ev": [-3.315, -3.315],
  "homo_ev": [-6.99, -7.01],
  "gap_ev": [3.68, 3.69],
  "symbols": ["Sb", "Ti", "S", "S", "S", "S", "F", "O", "O", "O", "N", "N", "N", "N", "N", "N", "N", "C", "C", "C", "C", "C", "C", "C", "C", "C", "C", "C", "C", "C", "C", "C", "C", "C", "C", "C", "C", "C", "C", "C", "C", "C", "C", "C", "C", "C", "C", "C", "H", "H", "H", "H", "H", "H", "H", "H", "H", "H", "H", "H", "H", "H", "H", "H", "H", "H", "H", "H", "H", "H", "H", "H", "H", "H", "H", "H", "H", "H", "H", "H", "H", "H", "H", "H", "H", "H", "H", "H"],
  "xyz": [[-2.204016, -1.959141, -0.224077], [-1.452360, 1.572218, -1.936112], [-2.061127, -3.052742, -4.957680], [-1.068416, -0.765674, -3.340743], [-1.607269, 3.227275, -0.082188], [-2.656151, 2.054352, 2.481903], [0.575002, -0.110743, 4.122584], [1.452312, 1.273590, -4.076469], [0.007198, 2.395399, -2.739977], [-0.472468, 0.609409, -0.641102], [4.634417, -0.224551, 6.897808], [-3.274393, 1.277792, -1.271693], [-3.461397, 1.256234, 0.111993], [-3.585214, -1.182178, -4.149378], [-2.686820, 2.047497, -3.605158], [3.574296, 0.690357, -0.413558], [3.395095, -0.123856, 4.360025], [5.026300, 0.739949, -0.350892], [-0.198388, -2.745896, -0.409331], [0.693878, 0.206994, 1.819177], [-2.344189, -2.738506, 1.795016], [2.940255, 0.940146, -1.576971], [-3.844308, -3.294375, -5.202730], [1.008610, 1.538630, -2.995291], [-4.331573, 1.335976, -2.099171], [-3.194375, 2.852830, -5.802489], [-4.020178, 1.774714, -3.401231], [0.770432, 0.678585, -0.581362], [2.836877, 0.452331, 0.743190], [2.738626, -0.828642, 5.454011], [-4.568504, 2.581840, -5.596319], [-2.311331, 2.559793, -4.807575], [2.720019, 0.041491, 3.118576], [-4.006254, 0.914917, 2.827112], [-4.974470, 2.028783, -4.420347], [-4.455005, -1.901494, -5.076038], [-2.654764, 2.068924, 0.717378], [1.321223, 0.039683, 3.007749], [1.592660, 1.003354, -1.707268], [5.755832, 1.778043, -1.136038], [1.441568, 0.422028, 0.670042], [4.148640, 1.024016, 4.845362], [5.689364, 1.882156, 0.358858], [5.257542, 0.547148, 5.753877], [-2.320897, -1.550649, -4.107612], [3.461689, 0.238644, 1.979429], [3.798485, -1.377611, 6.380684], [-3.094801, -3.712836, -1.122147], [-4.011309, -3.732730, -6.182576], [4.586300, 1.564167, 4.009945], [-3.857875, -0.286899, -3.751674], [5.835979, 1.371987, 6.163108], [-0.236474, -3.836948, -0.364457], [-4.478425, -1.389562, -6.037575], [3.574602, 1.112281, -2.436685], [4.026198, 0.406992, 7.421579], [-6.016305, 1.792326, -4.235651], [2.161405, -1.663261, 5.069203], [5.918745, -0.137530, 5.228344], [-3.391696, -2.910742, 2.059598], [-1.250493, 2.721603, -4.932332], [-1.919200, -2.025664, 2.509585], [-3.087723, -4.542411, -0.410806], [6.689200, 1.494632, -1.601182], [5.050990, 2.656203, 0.768273], [-0.391256, 0.228009, 1.771997], [-2.837272, 3.283404, -6.727838], [-3.989593, 0.738882, 3.902903], [-5.466333, -1.945050, -4.678637], [-4.207135, -3.966526, -4.427819], [4.542410, 0.228481, 2.052199], [4.469317, -2.046376, 5.847626], [0.251134, -2.433407, -1.354032], [0.414241, -2.377697, 0.421538], [-2.515874, -3.990579, -2.008707], [-4.125620, -3.503647, -1.414896], [-3.857657, -0.014797, 2.283427], [-5.341529, 1.204801, -1.735021], [-1.796967, -3.683229, 1.858183], [5.486997, -0.235492, -0.262674], [5.175152, 2.493531, -1.702882], [5.352536, -0.561829, 7.535920], [-5.293445, 2.819615, -6.367129], [-4.956098, 1.359598, 2.535138], [6.582934, 1.675188, 0.934065], [2.052912, -0.184984, 6.020419], [3.502337, 1.729008, 5.395105], [3.363223, -1.897538, 7.230626]],
  "forces_ev_per_a": [[-0.0346, -0.4083, 0.1337], [-3.6577, 0.9689, -1.7224], [0.1704, 0.0575, -0.0806], [0.5191, -0.0796, 0.0754], [0.0538, -0.4477, 0.2366], [0.2100, 0.1268, -0.0648], [0.0351, 0.0314, 0.0179], [0.2990, -0.0010, -0.1638], [1.9134, -0.2732, -1.0621], [0.7319, -1.2350, 1.5825], [0.0104, -0.1150, -0.3655], [0.5894, 0.2706, 0.3408], [-0.0559, 0.0406, -0.4710], [-0.2113, -0.0106, -0.1929], [0.2736, 0.0783, 0.5669], [0.2263, 0.0742, 0.3355], [0.0051, 0.0296, 0.1082], [-0.1771, -0.1729, -0.0084], [0.1147, 0.0843, 0.0394], [-0.6030, -0.0093, 0.0579], [-0.0735, -0.0035, 0.0754], [0.1982, -0.0540, -0.0572], [0.0209, 0.0310, 0.0523], [-0.4760, 0.8326, 0.4390], [-0.4523, 0.2059, -0.6419], [0.2790, 0.0000, 0.0191], [-0.3014, -0.1153, 1.1957], [1.0983, -0.0223, -0.3692], [0.2357, 0.0459, -0.1522], [0.1250, 0.1379, -0.2313], [-0.3253, -0.1239, 0.0961], [-0.0444, -0.0559, -0.1941], [-0.2056, -0.0187, 0.3537], [-0.0301, 0.0414, -0.0341], [-0.1422, 0.0002, -0.4386], [0.0794, -0.0765, 0.1556], [-0.4407, 0.0830, -0.3079], [0.0293, -0.0758, 0.3131], [-0.2626, -0.0069, 0.2408], [0.0371, 0.1395, -0.0910], [0.2976, 0.0063, -0.3252], [-0.2320, -0.1388, -0.0746], [0.0296, 0.1536, 0.0741], [0.0161, -0.0203, 0.0942], [-0.0503, 0.0371, 0.1760], [0.3540, 0.0382, -0.2680], [0.0758, 0.0108, 0.0409], [-0.0227, -0.0372, -0.0352], [-0.0574, -0.0061, 0.0111], [0.0184, 0.0217, -0.0115], [-0.0826, 0.0085, 0.1298], [-0.0303, 0.0037, 0.1218], [0.0264, 0.0789, 0.0100], [0.0361, 0.0843, -0.0808], [-0.0308, 0.0213, 0.0152], [-0.0005, 0.0274, 0.1002], [0.0424, 0.0612, 0.0205], [-0.0498, -0.0454, -0.0202], [0.0146, -0.0787, 0.0493], [0.1263, 0.0288, 0.0000], [0.0766, 0.0503, 0.0478], [-0.0514, -0.0769, -0.0618], [0.0304, 0.0455, -0.0935], [-0.0374, -0.0485, 0.0239], [-0.0109, -0.0586, -0.0491], [0.0612, 0.0418, 0.0119], [-0.0214, -0.0170, 0.0357], [-0.0104, 0.0040, -0.0448], [-0.0345, 0.0133, 0.0207], [-0.0532, -0.0177, -0.0013], [-0.1016, -0.0392, -0.0346], [0.1042, 0.0106, 0.0205], [-0.0324, -0.0579, 0.0736], [-0.0537, -0.0646, -0.0838], [-0.0802, 0.0303, 0.0811], [0.0597, -0.0371, 0.0061], [-0.0232, -0.0282, 0.0358], [-0.0187, 0.0542, 0.0321], [-0.0732, 0.0736, 0.0152], [-0.0244, -0.0526, -0.0192], [0.0082, -0.0204, 0.0412], [0.0427, -0.0087, 0.0634], [0.0519, -0.0440, 0.0413], [0.0271, -0.0648, 0.0107], [-0.0371, -0.0341, -0.0268], [-0.0573, 0.0123, 0.0003], [-0.0047, 0.0390, -0.0548], [0.0215, 0.0661, 0.0942]]
}

{
  "formula": "C14H19Cl12N5",
  "method": "the ωB97M-V functional and the def2-TZVPD basis",
  "total_charge": 0,
  "lumo_energy_ev": -0.520,
  "homo_ev": -7.42,
  "gap_ev": 6.90,
  "symbols": ["Cl", "Cl", "Cl", "Cl", "Cl", "Cl", "Cl", "Cl", "Cl", "Cl", "Cl", "Cl", "N", "N", "N", "N", "N", "C", "C", "C", "C", "C", "C", "C", "C", "C", "C", "C", "C", "C", "C", "H", "H", "H", "H", "H", "H", "H", "H", "H", "H", "H", "H", "H", "H", "H", "H", "H", "H", "H"],
  "xyz": [[-0.936082, 1.987508, 1.450234], [-1.666660, -1.641470, -1.446239], [0.364462, -5.452062, 2.401340], [1.509923, -3.458010, 0.482874], [2.310926, -3.386510, 3.297111], [2.278059, -0.322310, -0.157851], [-2.056921, -3.692843, 0.652021], [-2.044620, 4.733461, 2.047758], [-2.565748, 3.416644, -0.536235], [2.865261, -1.277421, 2.399693], [-4.112081, -1.566657, 0.240388], [1.365934, 1.265939, 2.299516], [-0.249946, -2.251727, 1.430103], [-0.248445, 0.265883, -1.035738], [0.200238, 3.585168, -0.066364], [-2.051923, 0.119656, 2.431652], [0.698518, -2.412391, -3.317308], [0.007631, 0.307311, 0.811633], [-2.404242, -2.010948, 0.132113], [2.606603, 0.205498, 1.524988], [0.734343, -2.086078, -2.193585], [0.135070, 0.521416, -2.099988], [0.922949, -3.688781, 2.164443], [0.667010, 0.876607, -3.407071], [-2.344035, 0.386689, 1.297812], [2.098301, 2.116439, -1.023740], [-0.059054, -1.135784, 1.164814], [-1.414597, 3.602141, 0.776094], [1.019184, 2.944140, -0.523808], [0.755008, -1.668595, -0.782126], [-2.726452, 0.710055, -0.111001], [-0.574557, 4.070521, 0.263218], [-3.546054, 1.412302, 0.041289], [3.056278, 2.557252, -0.747943], [1.516619, -2.278826, -0.296687], [-0.170748, 0.860593, 1.733677], [1.661754, 1.233469, -3.140132], [-0.221666, -1.637557, -0.299155], [0.692901, 0.014130, -4.073067], [-0.738264, 0.527292, 0.047857], [0.093203, -3.035674, 2.434762], [0.044696, 1.644208, -3.867080], [1.976890, 1.051570, -0.825200], [-3.191933, -0.098350, -0.674843], [-1.914171, 1.082681, -0.735063], [3.538197, 0.771259, 1.536510], [1.066678, -0.626459, -0.852279], [2.002943, 2.241195, -2.102367], [0.942296, 0.638886, 0.359340], [-1.893674, -1.421456, 0.893629]],
  "forces_ev_per_a": [[-4.4760, 13.7860, -0.5562], [-5.4687, -2.3397, -1.1618], [0.4211, 1.1386, -0.2132], [1.1957, -8.4704, 5.8021], [-0.8151, -3.6450, 1.3717], [11.3206, -1.6480, 6.1441], [-1.9034, -0.2882, -1.2078], [-0.3204, -0.1805, 0.2232], [-0.4841, 1.2443, -0.6563], [0.1373, 2.7652, -0.9890], [-1.1439, -2.5201, 0.2949], [7.8473, 1.5973, 3.8482], [-3.4935, 7.2274, -0.5771], [0.1291, 1.4519, -14.7063], [16.2633, -0.2455, -8.6891], [-2.9720, -0.8636, -3.8035], [0.3252, 0.7816, 1.7789], [-0.9929, -5.0141, 4.3776], [-0.6365, -1.1733, 0.3068], [2.8784, 1.8837, 1.2447], [-0.1752, -1.1766, -0.9917], [-1.2224, 1.7686, -0.7975], [4.3212, -5.7750, 2.5179], [-0.0747, -0.2321, 0.1982], [-1.0966, -2.1085, 4.0221], [-0.6314, 2.9439, -1.2617], [0.7756, 1.7525, 1.9507], [-11.0084, -0.4173, 7.0423], [1.7832, -1.7682, -0.2979], [0.0940, -2.2416, -7.3459], [-1.5395, -0.0769, 0.5060], [-4.8209, 4.8163, 2.4280], [0.2434, 0.0889, -0.3322], [-0.0122, -0.2193, 0.2956], [-0.6718, 4.0690, -2.7557], [0.8214, -5.4170, 0.5583], [-0.0648, -0.2545, -1.2928], [1.9194, -1.2189, -1.8720], [0.1062, -0.0532, 0.2064], [-0.9065, -0.4370, 4.4112], [0.8179, -1.3487, 1.1829], [0.1696, 0.2354, 0.1328], [0.1398, 2.8950, -0.8698], [0.5882, 1.0262, 0.3743], [-1.0122, 0.4353, 0.5856], [-0.2760, 0.2152, 0.1101], [-3.1760, -3.3785, -2.2082], [0.5342, 0.4631, 0.3223], [-2.3741, 0.4677, 1.0409], [-1.0627, -0.5419, -0.6923]]
}

{
  "formula": "C2H10NS",
  "method": "the ωB97M-V functional and the def2-TZVPD basis",
  "total_charge": 1,
  "lumo_energy_ev": -3.878,
  "homo_ev": -13.22,
  "gap_ev": 9.34,
  "symbols": ["S", "N", "C", "C", "H", "H", "H", "H", "H", "H", "H", "H", "H", "H"],
  "xyz": [[-0.227781, -0.639619, -0.694753], [-1.196990, -0.321794, 2.185225], [1.484926, -0.874675, -1.207730], [-0.203071, 1.211942, -1.156596], [-2.194063, 0.110510, 2.094572], [1.383602, -1.279399, -2.238343], [-1.258392, -1.292049, 2.634602], [-0.658825, 0.233414, 2.866227], [2.055373, 0.049428, -1.187344], [0.175286, 1.265403, -2.151161], [2.101857, -1.539744, -0.648004], [0.453074, 1.842815, -0.567365], [-1.256350, 1.579291, -1.190032], [-0.658647, -0.345522, 1.260703]],
  "forces_ev_per_a": [[0.5530, 2.1238, -0.0941], [-1.6591, -0.2612, 1.8183], [0.1430, -0.3352, -1.4233], [-1.5539, -0.8433, 0.1868], [2.2336, -1.0490, 0.0961], [0.5172, 0.4505, 0.6063], [-0.1013, 1.5028, -1.0899], [-0.3017, 0.0484, -0.2839], [-0.3440, 0.2508, -0.2190], [0.1463, -0.1882, -0.8593], [-0.1638, -0.8805, 0.7099], [-0.1049, -0.2716, 0.5948], [0.8758, -0.2289, 0.2524], [-0.2402, -0.3185, -0.2951]]
}